No. 1
A molecular structure, C34H34DyP in a non-equilibrium geometry. Source: the Open Molecules 2025 dataset; level of theory: the ωB97M-V functional and the def2-TZVPD basis.

Structure (XYZ):
```
70
Properties=species:S:1:pos:R:3:forces:R:3
Dy 0.8146 0.1000 0.6028 -0.50 -0.43 0.66
C 3.0016 -2.0675 -1.3088 0.08 0.03 0.04
C 3.0697 -0.6862 -0.7006 0.15 0.09 -0.20
C 2.6123 0.4222 -1.4513 0.38 0.15 0.01
C 2.4617 0.2914 -2.9440 -0.07 -0.08 0.04
C 2.5107 1.6896 -0.8386 0.41 -0.02 -0.17
C 1.9694 2.8553 -1.6285 -0.01 -0.04 0.05
C 3.0333 1.8856 0.4619 0.01 -0.06 -0.18
C 3.0735 3.2851 1.0285 0.00 -0.08 0.02
C 3.6555 0.8099 1.1422 -0.24 -0.06 0.00
C 4.3350 1.0534 2.4656 -0.20 -0.08 0.08
C 3.6853 -0.4767 0.5538 -0.16 0.11 -0.03
C 4.4815 -1.5955 1.1770 -0.11 0.00 0.02
H 3.8595 -2.2572 -1.9587 0.02 0.00 0.02
H 2.1031 -2.1789 -1.9150 0.02 -0.01 -0.03
H 2.9977 -2.8409 -0.5436 -0.04 -0.01 -0.01
H 2.8124 1.2033 -3.4236 -0.01 0.00 -0.01
H 1.4440 0.1111 -3.2780 -0.03 -0.01 0.02
H 3.0785 -0.5284 -3.3048 -0.02 0.01 -0.04
H 2.7846 3.3682 -2.1465 -0.01 0.02 0.01
H 1.4819 3.5882 -0.9886 -0.02 0.01 -0.02
H 1.2588 2.5283 -2.3850 -0.01 0.01 0.00
H 3.3335 3.9983 0.2486 -0.05 0.01 0.00
H 3.8214 3.3775 1.8081 -0.03 0.01 0.03
H 2.1124 3.5917 1.4496 0.00 0.04 0.00
H 5.3126 1.5177 2.3179 0.00 0.01 -0.03
H 4.4855 0.1312 3.0174 0.00 0.01 0.03
H 3.7448 1.7165 3.0952 0.05 0.02 0.02
H 3.8951 -2.1852 1.8859 0.03 -0.02 0.02
H 5.3455 -1.2007 1.7039 -0.01 0.00 0.03
H 4.8574 -2.2675 0.4100 -0.03 -0.03 0.02
C -5.6032 2.9343 -1.1857 0.01 0.00 0.02
C -5.1916 1.8058 -1.8832 0.00 -0.04 -0.03
C -4.0743 1.0989 -1.4715 -0.02 -0.04 0.10
C -3.3590 1.5320 -0.3544 0.36 0.33 0.17
C -3.7809 2.6574 0.3527 0.09 -0.05 -0.01
C -4.9076 3.3508 -0.0606 -0.05 0.05 0.03
P -1.8877 0.6602 0.2654 -0.64 -0.78 -0.28
C -1.2892 -0.1992 -1.2804 0.20 0.04 0.31
C -1.0353 -1.5779 -1.3379 -0.21 0.11 0.00
C -0.7347 -2.1762 -2.5593 0.06 -0.10 -0.06
C -0.6781 -1.4173 -3.7176 -0.01 0.01 0.01
C -0.8825 -0.0418 -3.6588 -0.05 0.06 0.03
C -1.1563 0.5690 -2.4466 0.02 0.00 0.00
C -2.5222 -0.7396 1.2737 -0.03 0.15 0.07
C -3.8781 -0.9789 1.2556 0.16 0.08 -0.09
C -4.4558 -1.9822 2.0497 -0.02 -0.07 0.05
C -3.6670 -2.7138 2.8865 -0.08 0.00 -0.01
C -2.2727 -2.4872 2.9547 0.13 0.06 -0.08
C -1.4784 -3.2396 3.8528 0.08 0.01 -0.02
C -0.1332 -3.0319 3.9358 0.03 -0.10 0.12
C 0.4772 -2.0851 3.0950 0.12 0.22 -0.27
C -0.2316 -1.3258 2.1800 0.28 0.31 -0.40
C -1.6587 -1.5053 2.1292 -0.05 0.10 -0.08
H -6.4711 3.4867 -1.5200 -0.01 -0.01 0.02
H -5.7455 1.4699 -2.7497 -0.01 0.01 0.01
H -3.7833 0.2032 -2.0025 0.03 0.00 -0.05
H -3.2329 2.9843 1.2286 -0.01 0.04 -0.01
H -5.2406 4.2177 0.4938 0.02 0.01 -0.01
H -1.1981 -2.2020 -0.4645 0.04 0.03 0.03
H -0.6051 -3.2499 -2.6121 0.05 0.01 0.03
H -0.4824 -1.8908 -4.6707 -0.01 -0.03 0.01
H -0.8406 0.5533 -4.5623 -0.01 -0.01 0.00
H -1.3562 1.6341 -2.4111 0.01 0.01 -0.03
H -4.5225 -0.3792 0.6286 -0.04 -0.01 0.02
H -5.5226 -2.1510 1.9989 0.01 -0.01 0.02
H -4.0960 -3.4816 3.5187 -0.01 0.02 0.01
H -1.9627 -3.9823 4.4745 0.01 0.01 0.01
H 0.4732 -3.5944 4.6333 -0.04 -0.02 0.01
H 1.5546 -1.9645 3.1884 0.02 -0.01 -0.03
```
Forces are in eV/Å.

Its frontier orbital gap (alpha / beta) is 6.6 / 6.4 eV. As for the charge: +2. The HOMO energy (alpha / beta) comes out at -0.4915 / -0.4909 hartree. Its spin multiplicity is 6.


No. 2
A molecular structure, C34H35As2Cl5O5TeV in a non-equilibrium geometry. Source: the Open Molecules 2025 dataset; level of theory: the ωB97M-V functional and the def2-TZVPD basis.

Structure (XYZ):
```
83
Properties=species:S:1:pos:R:3:forces:R:3
V -0.6335 0.6700 -0.1928 2.09 0.64 -2.45
C -3.9839 -1.5211 0.1788 0.49 0.23 -0.33
As -2.5572 -0.2992 0.8225 -2.89 -1.15 1.67
C -3.7058 1.2500 1.1823 0.13 0.16 0.02
C -2.2712 -1.0128 2.6182 0.32 0.10 -0.06
C -3.1049 -0.6924 3.6846 -0.34 0.14 -0.21
C -2.8090 -1.1004 4.9726 -0.08 0.05 0.02
C -1.6463 -1.8130 5.2096 0.04 -0.03 0.05
C -0.8193 -2.1495 4.1520 0.12 -0.08 0.12
C -1.1229 -1.7760 2.8488 0.00 0.09 -0.06
As -0.0738 -2.4523 1.3288 0.25 -1.23 0.44
C -0.6575 -4.3468 1.6902 0.06 0.27 -0.29
C 1.6968 -2.6475 2.1839 0.04 0.17 -0.09
H -4.8345 -1.5235 0.8673 0.29 0.12 0.01
H -3.5933 -2.5351 0.0681 -0.01 0.15 0.01
H -4.3016 -1.1451 -0.7975 0.00 -0.11 0.08
H -4.6394 1.0066 1.7007 0.24 -0.07 -0.09
H -3.9424 1.6986 0.2141 0.02 -0.07 0.05
H -3.1275 1.9807 1.7581 -0.13 -0.09 -0.06
H -4.0107 -0.1258 3.4963 0.05 0.03 0.10
H -3.4775 -0.8546 5.7870 -0.01 0.03 0.01
H -1.3899 -2.1127 6.2168 0.03 -0.02 0.03
H 0.0817 -2.7148 4.3525 0.02 -0.02 -0.02
H -0.6878 -4.5607 2.7585 0.07 0.10 0.00
H 0.0371 -5.0383 1.2103 0.01 0.08 -0.04
H -1.6506 -4.5162 1.2719 0.00 0.03 0.00
H 1.7000 -3.3786 2.9949 -0.18 0.00 -0.08
H 2.0196 -1.6784 2.5634 -0.02 0.05 -0.08
H 2.4232 -2.9659 1.4316 -0.19 0.06 -0.02
Cl -3.4372 4.2352 -4.9735 -0.09 0.09 -0.14
C -2.2524 3.6114 -3.8879 0.00 0.03 -0.03
C -1.0204 4.2359 -3.7432 -0.16 -0.08 0.05
Cl -0.6752 5.6461 -4.6678 0.10 0.10 -0.04
C -0.0756 3.7418 -2.8456 0.46 -0.03 0.13
Cl 1.4784 4.4715 -2.6781 -0.15 -0.13 -0.21
C -0.3668 2.6261 -2.0566 -1.25 0.23 -1.09
O 0.3754 2.1014 -1.1539 -0.61 -0.70 0.92
C -1.6284 1.9705 -2.2367 0.65 2.45 -1.85
O -1.7862 0.9383 -1.4606 -2.78 -0.71 -1.57
C -2.5439 2.4679 -3.1437 0.03 -0.17 0.20
Cl -4.0643 1.6691 -3.3135 -0.17 -0.18 0.09
C 9.1890 3.1018 -1.2811 -0.08 -0.05 0.05
C 7.7794 2.6027 -1.1332 0.03 -0.02 -0.02
C 6.9843 2.3557 -2.2410 0.09 0.04 0.02
C 5.6717 1.9292 -2.1115 -0.12 -0.05 -0.26
C 4.8375 1.7041 -3.3343 0.13 -0.01 -0.19
C 5.1076 1.7428 -0.8477 -0.48 -0.20 0.15
Te 2.9995 1.4076 -0.6840 0.89 -0.19 -0.23
C 5.9160 1.9492 0.2691 0.00 -0.07 0.26
C 5.3914 1.7565 1.6608 0.02 -0.06 0.12
C 7.2262 2.3773 0.1170 0.09 0.04 -0.15
H 9.4512 3.2029 -2.3318 0.07 0.04 -0.09
H 9.8975 2.4152 -0.8181 0.12 -0.02 0.03
H 9.3062 4.0738 -0.8022 0.09 0.09 0.02
H 7.3897 2.5221 -3.2316 0.05 -0.01 -0.13
H 5.4449 1.7241 -4.2380 0.14 0.02 -0.11
H 4.0729 2.4787 -3.4096 -0.13 -0.08 -0.03
H 4.3233 0.7439 -3.2672 -0.07 0.09 -0.06
H 4.4792 1.1627 1.6697 -0.01 0.04 -0.02
H 5.1692 2.7273 2.1064 -0.11 0.06 0.15
H 6.1342 1.2613 2.2852 0.14 0.02 0.12
H 7.8218 2.5617 1.0008 0.14 0.00 0.19
C -1.9768 4.7848 0.1025 0.12 -0.04 0.09
C -0.5020 4.9338 0.3337 0.06 -0.26 0.19
C 0.2009 6.0262 -0.1459 0.10 -0.05 0.14
C 1.5677 6.1321 0.0639 -0.18 -0.35 0.35
Cl 2.4099 7.5272 -0.5073 0.18 0.29 -0.20
C 2.2592 5.1378 0.7238 -0.12 0.24 0.05
C 1.5691 4.0466 1.2275 -0.41 -0.23 0.14
C 0.1929 3.9466 1.0510 0.52 0.96 -0.20
O -0.5719 2.9311 1.5786 -0.30 -0.46 -0.23
C 0.0027 2.1746 2.6201 0.21 -0.29 0.19
C 0.8677 0.9803 2.1421 1.81 1.56 3.40
O 1.8337 0.6456 2.8026 -0.86 -0.01 -0.45
O 0.4120 0.3898 1.1180 1.61 -1.48 1.88
H -2.3629 5.6200 -0.4746 -0.06 0.07 -0.05
H -2.5094 4.7262 1.0528 -0.09 -0.01 0.01
H -2.1738 3.8638 -0.4475 -0.13 -0.03 -0.03
H -0.3080 6.8041 -0.6930 -0.13 0.06 -0.09
H 3.3280 5.2090 0.8531 0.08 -0.05 -0.03
H 2.1260 3.2658 1.7240 0.04 -0.03 -0.03
H -0.8415 1.7315 3.1701 0.16 0.08 -0.03
H 0.5861 2.8082 3.2966 -0.05 -0.20 -0.12
```
Forces are in eV/Å.

Its frontier orbital gap (alpha / beta) is 4.2 / 4.7 eV. As for the charge: -1. The HOMO energy (alpha / beta) comes out at -0.0983 / -0.1015 hartree. Its spin multiplicity is 3.


No. 3
A molecular structure, C34H35BN8SbY in a non-equilibrium geometry. Source: the Open Molecules 2025 dataset; level of theory: the ωB97M-V functional and the def2-TZVPD basis.

Structure (XYZ):
```
80
Properties=species:S:1:pos:R:3:forces:R:3
Y -0.1934 0.1671 -0.1684 0.60 -2.00 -0.89
C 1.1344 2.4609 -2.7587 -0.03 -0.10 -0.05
C 0.7540 1.0946 -3.2300 -0.01 -0.02 0.02
C 0.8352 0.5514 -4.4940 0.02 0.01 -0.10
C 0.3597 -0.7496 -4.3650 0.04 -0.05 -0.16
N 0.0150 -0.9709 -3.1002 0.06 0.13 0.18
N 0.2471 0.1677 -2.3789 -0.20 0.26 0.56
B -0.4116 -2.3377 -2.4362 -0.10 0.02 -0.14
N 0.6881 -2.6933 -1.3753 0.02 -0.07 0.05
C 1.4773 -3.7621 -1.2124 0.02 0.00 0.03
C 2.2806 -3.5898 -0.0994 0.07 -0.06 0.02
C 1.9287 -2.3520 0.4045 0.00 0.09 0.09
C 2.4453 -1.6172 1.6024 -0.05 -0.03 -0.09
N 0.9660 -1.8099 -0.3623 -0.13 0.40 -0.02
N -1.7621 -2.1181 -1.6445 0.03 0.04 0.17
C -2.9292 -2.7406 -1.7898 -0.10 -0.09 -0.02
C -3.7922 -2.3501 -0.7677 -0.04 -0.10 -0.01
C -3.0681 -1.4654 0.0017 -0.02 0.08 0.00
C -3.4468 -0.7375 1.2534 0.03 -0.02 -0.09
N -1.8347 -1.3158 -0.5381 0.19 0.61 0.13
N -0.6677 -3.3079 -3.5432 -0.04 -0.04 0.05
C -0.1451 -4.4880 -3.9942 -0.07 0.14 -0.04
C -0.8071 -4.8297 -5.1341 0.06 -0.23 -0.12
C -1.7502 -3.8021 -5.3448 -0.22 0.06 -0.21
C -2.7406 -3.6761 -6.4619 0.05 0.03 0.08
N -1.6701 -2.8904 -4.3959 0.18 -0.01 0.12
H 1.9041 2.8798 -3.4036 0.02 -0.01 0.01
H 1.5494 2.4435 -1.7449 0.00 0.01 0.03
H 0.2842 3.1439 -2.7789 -0.02 0.01 -0.01
H 1.1998 1.0252 -5.3915 -0.03 -0.05 0.06
H 0.2472 -1.5209 -5.1108 0.02 0.03 0.06
H 1.4463 -4.6004 -1.8777 -0.04 -0.06 -0.06
H 3.0198 -4.2719 0.2876 -0.05 0.01 -0.04
H 3.2173 -2.1952 2.1043 0.01 0.00 0.01
H 1.6557 -1.4486 2.3408 -0.01 0.00 0.02
H 2.9029 -0.6633 1.3244 0.01 0.01 -0.01
H -3.0906 -3.4176 -2.6134 0.04 0.02 0.07
H -4.8003 -2.6949 -0.6022 0.07 0.02 -0.02
H -4.4146 -1.0791 1.6139 0.00 0.00 0.00
H -3.5363 0.3406 1.0838 -0.01 0.01 -0.02
H -2.7269 -0.9240 2.0550 0.00 0.00 0.01
H 0.6513 -5.0183 -3.5120 0.06 0.00 0.05
H -0.6480 -5.7047 -5.7438 0.01 0.05 0.05
H -2.6942 -4.5397 -7.1202 0.01 -0.02 0.01
H -2.5460 -2.7846 -7.0568 0.05 0.01 -0.01
H -3.7558 -3.5903 -6.0773 -0.01 -0.04 0.03
C 0.4027 6.9958 -1.5763 0.01 -0.15 0.13
C 1.0675 6.3608 -0.5076 -0.09 0.19 -0.25
C 0.5819 5.1752 -0.0076 -0.24 -0.02 -0.05
C -0.6172 4.6574 -0.5310 0.14 -0.17 -0.09
C -1.2431 5.2468 -1.6512 0.06 -0.15 0.25
C -0.7520 6.4401 -2.1376 0.20 0.11 0.05
Sb -1.5273 2.9435 0.3228 -0.77 1.54 0.24
C -1.9155 3.4699 2.3364 0.14 -0.25 -0.01
C -3.2366 3.4053 2.8237 0.17 -0.02 -0.10
C -3.5073 3.9006 4.0821 0.10 0.04 0.13
C -2.4631 4.3751 4.8839 0.08 -0.02 -0.12
C -1.1336 4.3584 4.4245 -0.19 0.00 0.10
C -0.8519 3.8759 3.1671 -0.21 0.04 -0.09
C -3.4085 2.8995 -0.6085 0.07 -0.14 0.00
C -3.7140 1.8582 -1.4881 -0.02 0.16 0.06
C -4.9472 1.8434 -2.1235 0.00 -0.04 -0.03
C -5.8626 2.8580 -1.8796 -0.02 0.03 0.02
C -5.5526 3.8969 -1.0077 0.00 0.00 0.00
C -4.3228 3.9263 -0.3659 -0.02 -0.04 -0.03
H 0.8029 7.9180 -1.9794 -0.01 -0.02 0.02
H 1.9563 6.8062 -0.0791 -0.03 0.02 -0.04
H 1.0960 4.6984 0.8164 0.01 -0.04 0.00
H -2.1262 4.8047 -2.0956 0.00 -0.03 0.02
H -1.2521 6.9337 -2.9604 0.03 0.01 0.02
H -4.0437 3.0230 2.2107 0.04 -0.02 -0.01
H -4.5247 3.9071 4.4508 0.03 0.02 0.02
H -2.6785 4.7440 5.8790 0.01 -0.02 -0.02
H -0.3345 4.7224 5.0576 -0.05 0.00 0.00
H 0.1729 3.8706 2.8194 0.01 -0.02 -0.02
H -3.0032 1.0661 -1.6958 0.04 -0.08 -0.03
H -5.1905 1.0437 -2.8120 0.01 0.03 0.03
H -6.8247 2.8441 -2.3754 0.02 0.00 0.01
H -6.2697 4.6881 -0.8290 0.02 -0.02 -0.01
H -4.0864 4.7444 0.3055 -0.01 -0.01 -0.02
```
Forces are in eV/Å.

Its frontier orbital gap (alpha / beta) is 6.3 / 2.6 eV. As for the charge: +3. The HOMO energy (alpha / beta) comes out at -0.5695 / -0.5695 hartree. Its spin multiplicity is 2.


How do the records compare in energy above the lowest of the compared OMol25 structures with the same formula, charge and spin? In the order shown, they have 0.00 323.31 112.94 kJ/mol.